(1)
The following is a quantum chemistry calculation of an isolated ion of composition C6H6N and charge +1, from the Open Molecules 2025 dataset.

Structure (ORCA input):
```
! RIJCOSX wB97M-V def2-TZVPD def2/J DEFGRID3
* xyz 1 3
C 0.150 -1.427 -1.602
C -0.310 -1.343 0.105
C -0.510 1.057 -0.664
C 0.613 0.721 1.567
C -0.511 -0.404 -1.150
C 0.457 -0.383 0.659
N 0.687 0.822 0.080
H 0.620 -2.198 -2.020
H -0.883 -2.180 0.415
H -0.341 1.852 -1.482
H -1.403 1.418 0.017
H -0.222 1.015 2.101
H 1.651 1.050 1.973
*
```

Results
LUMO energy (spin up / spin down), eV: -4.44 / -8.32
⟨S²⟩: 2.01
Highest occupied orbital energy (spin up / spin down), eV: -11.78 / -15.66
Frontier orbital gap (spin up / spin down), eV: 7.343 / 7.339

=====

(2)
The following is a quantum chemistry calculation of C6H6N2 as an isolated structure, from the Open Molecules 2025 dataset.

Structure (ORCA input):
```
! RIJCOSX wB97M-V def2-TZVPD def2/J DEFGRID3
* xyz 0 1
C -0.870 -0.589 -1.814
C 0.504 -0.700 -1.452
C 0.665 -0.076 -0.273
C 1.603 0.302 0.641
C 0.927 0.664 1.818
C -0.621 0.020 0.181
H -1.278 -0.702 -2.807
H 1.402 -0.734 -1.983
H 2.639 0.757 0.177
H 1.672 0.886 2.676
H -0.833 -0.664 2.824
H -2.626 0.455 -1.043
N -0.406 0.596 1.466
N -1.625 -0.272 -0.672
*
```

Results
LUMO energy, eV: -1.43
Highest occupied orbital energy, eV: -7.74
Frontier orbital gap, eV: 6.315

=====

(3)
The following is a quantum chemistry calculation of C6H6N2 as an isolated structure, from the Open Molecules 2025 dataset.

Structure (ORCA input):
```
! RIJCOSX wB97M-V def2-TZVPD def2/J DEFGRID3
* xyz 0 1
C -0.023 -1.340 -1.309
C 0.430 0.170 -1.761
C 0.084 0.725 -0.485
C 0.154 1.305 1.682
C -0.675 0.103 2.153
C -0.474 -0.450 -0.042
H 0.964 -2.106 -1.105
H -0.878 -2.186 -1.892
H 1.595 0.226 -1.761
H 0.124 0.610 -2.745
H 0.244 2.075 2.553
H -1.152 0.109 3.153
N 0.538 1.560 0.442
N -0.932 -0.800 1.116
*
```

Results
LUMO energy, eV: 0.19
Highest occupied orbital energy, eV: -8.71
Frontier orbital gap, eV: 8.901

=====

(4)
The following is a quantum chemistry calculation of one molecule with the formula C6H6N2, from the Open Molecules 2025 dataset.

Structure (ORCA input):
```
! RIJCOSX wB97M-V def2-TZVPD def2/J DEFGRID3
* xyz 0 1
C 0.638 1.473 -1.110
C 1.538 0.376 -0.881
C -0.583 1.281 -0.576
C 0.764 -0.459 -0.162
C -1.484 -0.503 0.970
C 0.510 -1.660 0.779
N 1.206 -1.463 1.706
N -0.523 0.067 0.119
H 0.864 2.327 -1.796
H 2.454 0.113 -1.443
H -1.600 1.800 -0.579
H -2.407 -0.434 0.594
H -1.192 -0.449 1.828
H -0.185 -2.469 0.551
*
```

Results
LUMO energy (spin up / spin down), eV: -0.66 / -0.10
Highest occupied orbital energy (spin up / spin down), eV: -8.25 / -8.44
Frontier orbital gap (spin up / spin down), eV: 7.588 / 8.334

=====

Record-wise max |F| values, in hartree/bohr: 0.1110, 0.1275, 0.1086, 0.2023